Record 1
C21H18O8 in the gas phase, computed with ωB97M-V/def2-TZVPD.

Structure (XYZ):
```
47
Properties=species:S:1:pos:R:3:forces:R:3
C 6.03114 -0.38206 0.00345 0.103 0.282 -0.083
C 5.14706 -1.43970 0.64443 1.325 0.403 -1.677
O 5.47755 -2.57405 0.38964 -0.469 -1.063 0.680
C 3.95025 -1.11542 1.42973 -0.219 0.676 0.362
C 3.56811 -1.96741 2.44761 -0.174 -0.206 0.020
C 2.43257 -1.71214 3.19882 0.525 -0.203 0.348
C 2.12198 -2.62771 4.36181 -0.426 -1.004 -0.673
C 1.63009 -0.61571 2.85788 0.105 -0.213 0.526
O 0.45258 -0.39342 3.57072 0.542 -0.434 0.448
C 1.97938 0.28190 1.83487 -0.657 -0.265 0.856
C 1.09590 1.45970 1.44668 -0.239 0.142 -0.212
C -0.05286 1.10337 0.47992 -1.511 0.880 -1.292
C -1.34755 0.94555 0.91183 1.060 -0.944 0.418
O -1.53338 0.88442 2.24389 -0.594 -0.300 -0.183
C -2.44335 0.66398 -0.00338 0.790 0.815 -1.144
C -2.23170 0.82238 -1.35788 -0.245 -0.265 2.232
C -3.34739 0.67007 -2.32899 0.118 0.239 -1.425
C -3.05356 0.32277 -3.66632 0.595 0.105 0.203
C -4.02074 0.30891 -4.66840 -0.521 -0.039 1.281
C -5.35402 0.61603 -4.30303 0.372 -0.355 -0.695
O -6.35756 0.57703 -5.25181 -0.005 0.222 0.527
C -5.71228 0.95438 -2.96969 0.870 0.012 -0.409
O -6.98725 1.34598 -2.60579 1.086 -0.513 -0.509
C -4.69338 0.97249 -2.01416 0.290 0.047 -0.121
O -0.96171 1.13471 -1.83084 -0.794 -0.339 -0.134
C 0.11440 1.19568 -0.99227 1.498 -0.210 2.923
O 1.26225 1.33519 -1.38818 -0.811 0.103 -1.541
C 3.16809 0.03012 1.18562 0.316 0.302 -2.205
O 3.49328 0.84054 0.10301 -0.026 -0.605 0.747
H 5.67463 -0.17529 -1.01575 -0.176 0.126 0.428
H 6.08686 0.53558 0.57441 -0.160 0.327 -0.061
H 7.04283 -0.77641 -0.12909 -0.229 -0.199 0.268
H 4.12648 -2.89044 2.64261 -0.016 0.531 -0.132
H 2.91484 -3.35170 4.66892 -0.400 0.622 -0.842
H 1.93921 -2.10037 5.26908 -0.411 0.681 0.808
H 1.21750 -3.20851 4.09308 0.321 0.046 0.440
H 0.40788 -0.98142 4.36625 0.092 0.688 -1.109
H 0.69931 1.90675 2.37731 -0.117 -0.268 -0.452
H 1.69028 2.28654 1.01266 -0.129 -0.657 0.025
H -0.67804 0.60144 2.65291 -0.900 0.186 0.105
H -3.42975 0.36666 0.33745 0.310 0.110 0.134
H -2.01533 0.06896 -3.92637 -0.544 0.201 0.135
H -3.71606 -0.00258 -5.67786 -0.495 0.282 0.422
H -6.00353 0.36131 -6.12603 0.026 0.076 0.356
H -7.49272 1.34945 -3.42378 -0.383 0.034 -0.102
H -4.97079 1.29225 -1.01927 0.026 0.048 0.059
H 2.67850 1.08018 -0.40571 0.285 -0.103 0.251
```
Forces are in eV/Å.

Results
Structure (SMILES): CC(=O)c1cc(C)c(O)c(Cc2c(O)cc(-c3ccc(O)c(O)c3)oc2=O)c1O
Calculated total energy in hartree: -1412.967148
Charge: 0
Multiplicity: 1

The computed Mulliken charges, all in e, follow:
1 C -1.17
2 C 0.47
3 O -0.58
4 C 0.04
5 C -0.90
6 C 1.03
7 C -1.90
8 C 1.49
9 O -0.71
10 C -0.14
11 C -2.95
12 C 0.86
13 C 0.67
14 O -0.65
15 C -0.94
16 C 0.56
17 C 0.06
18 C -0.69
19 C -0.77
20 C 1.39
21 O -0.57
22 C 0.08
23 O -0.57
24 C -0.70
25 O -0.29
26 C 0.40
27 O -0.81
28 C 0.78
29 O -0.68
30 H 0.24
31 H 0.31
32 H 0.40
33 H 0.44
34 H 0.35
35 H 0.44
36 H 0.40
37 H 0.32
38 H 0.80
39 H 0.56
40 H 0.39
41 H 0.49
42 H 0.37
43 H 0.25
44 H 0.29
45 H 0.30
46 H 0.42
47 H 0.40

=====

Record 2
A molecular structure, C21H19BrClN3O6S4SbTl, computed with ωB97M-V/def2-TZVPD.

Structure (XYZ):
```
57
Properties=species:S:1:pos:R:3:forces:R:3
Tl -1.03584 1.31572 -0.98881 0.329 -0.002 -0.183
O 3.51049 -2.15240 -3.32485 0.565 0.500 -0.752
C 3.25848 -0.94173 -3.97419 -0.712 0.087 1.302
C 3.80462 -0.61766 -5.22413 -1.064 1.344 0.438
C 3.31862 0.53046 -5.90622 -0.346 -1.427 2.188
C 2.29584 1.27723 -5.32780 -0.181 1.797 -0.815
C 1.88995 1.04400 -4.01351 -0.395 -1.235 -0.116
C 2.37831 -0.06624 -3.26441 0.858 1.464 -1.167
C 2.01821 -0.09827 -1.77658 -2.499 -0.406 0.689
O 0.62027 -0.13860 -1.66656 1.389 -0.098 -0.195
N 2.58657 1.08517 -1.06151 1.706 2.237 -4.614
N 2.17373 1.32537 0.18953 0.089 -0.041 2.848
C 2.78651 0.70461 1.15131 -0.007 0.153 -1.643
C 2.30573 0.80542 2.52206 0.195 -0.849 1.341
Br 1.19275 2.25326 3.10442 0.196 -0.100 -0.869
C 2.59037 -0.12682 3.46338 -0.372 -0.421 0.627
C 1.82542 -0.24593 4.77131 0.435 -0.641 0.305
C 2.56916 -0.34193 5.99449 -1.444 0.679 -0.935
C 1.81001 -0.38982 7.19462 -0.533 -0.554 -2.116
C 0.39923 -0.60585 7.11918 1.136 0.419 0.520
C -0.31318 -0.46496 5.93553 -0.592 -0.858 0.219
C 0.40299 -0.35098 4.76208 1.419 0.772 0.091
H 3.95301 -2.73451 -3.96113 -0.113 0.195 0.272
H 4.67229 -1.12108 -5.61056 0.008 -0.547 -0.160
H 3.77443 0.73545 -6.82219 0.365 0.613 -1.414
H 1.85217 2.20002 -5.86578 0.788 -1.758 0.798
H 1.01672 1.61567 -3.66118 0.759 -0.230 0.286
H 2.47484 -0.92385 -1.23668 0.098 -0.578 -0.221
H 2.45221 1.97188 -1.72908 -0.204 -2.384 2.258
H 3.68274 0.01986 0.97643 -1.225 0.708 0.082
H 3.37006 -0.93568 3.36334 -0.891 0.994 -0.546
H 3.68331 -0.30032 5.87731 -1.160 0.140 0.689
H 2.29426 -0.20739 8.12098 0.306 -0.493 0.871
H -0.12076 -0.95345 8.00534 -0.035 0.630 0.221
H -1.43912 -0.52093 5.92223 1.440 -0.065 -0.060
H -0.13377 -0.26589 3.84233 -0.145 0.003 -0.539
S -5.82412 1.94367 2.42001 0.272 0.324 -0.869
Sb -4.58392 2.33215 0.15432 -0.927 1.487 0.759
S -5.73514 4.88077 0.79827 0.172 -0.711 -0.191
S -6.13797 1.60586 -1.27837 -0.257 -0.335 -0.546
S -6.08442 3.99672 2.64541 -0.152 0.551 0.579
O -2.68433 -0.55652 2.97363 -0.095 -0.339 -0.724
Cl -2.63462 0.17575 1.73707 0.197 1.921 1.150
O -3.92995 0.24227 1.06929 0.254 -2.057 -0.126
O -1.65520 -0.45923 0.82454 -0.669 0.705 0.860
O -2.34245 1.58516 2.05082 1.037 -1.709 -0.641
C -3.70877 -2.28734 -2.04996 3.243 -0.402 -0.360
C -2.32239 -2.64034 -2.12467 -0.113 2.266 -1.392
C -1.52458 -1.80502 -2.96410 -2.053 -1.132 -0.982
N -2.06363 -0.90191 -3.83904 1.301 0.271 1.640
C -3.31703 -0.47298 -3.61155 1.626 -0.976 -0.280
C -4.12613 -1.15026 -2.73153 -1.491 -0.318 0.453
H -4.26986 -2.93645 -1.43161 -1.218 -0.035 0.432
H -1.75975 -3.45751 -1.66705 -0.803 0.190 0.336
H -0.48237 -2.07210 -3.05389 0.164 0.444 -0.234
H -3.59261 0.40471 -4.19372 -0.452 -0.308 0.180
H -5.14136 -0.80722 -2.62857 -0.199 0.116 0.256
```
Forces are in eV/Å.

Results
Calculated total energy in hartree: -6466.751771
Charge: -2
Multiplicity: 1

The computed Mulliken charges, all in e, follow:
1 Tl 0.81
2 O -0.54
3 C 0.58
4 C -0.76
5 C -0.42
6 C -0.75
7 C -0.41
8 C 0.78
9 C -0.25
10 O -0.66
11 N -0.25
12 N -0.37
13 C -0.43
14 C 0.58
15 Br -0.06
16 C -0.84
17 C 0.52
18 C -0.51
19 C -0.53
20 C -0.41
21 C -0.47
22 C -0.39
23 H 0.29
24 H 0.36
25 H 0.45
26 H 0.23
27 H 0.06
28 H 0.36
29 H 0.33
30 H 0.31
31 H 0.31
32 H 0.32
33 H 0.39
34 H 0.35
35 H 0.37
36 H 0.63
37 S -0.35
38 Sb 0.67
39 S -0.56
40 S -0.70
41 S -0.21
42 O -0.67
43 Cl 1.70
44 O -0.68
45 O -0.58
46 O -0.55
47 C -0.52
48 C -0.24
49 C -0.08
50 N -0.47
51 C -0.34
52 C -0.19
53 H 0.41
54 H 0.36
55 H 0.24
56 H 0.40
57 H 0.37

=====

Record 3
A molecular structure, C21H19BrMnN5O4, computed with ωB97M-V/def2-TZVPD.

Structure (XYZ):
```
51
Properties=species:S:1:pos:R:3:forces:R:3
Mn 0.29342 -1.36742 0.21538 0.318 0.332 0.802
O -1.76964 -5.45945 4.59294 -0.005 -0.153 0.271
C -1.28708 -4.74990 3.58075 0.105 0.353 -0.683
C -1.67795 -4.93970 2.24772 0.028 0.035 0.045
C -1.16323 -4.11732 1.27023 -0.018 -0.048 0.099
N -0.28155 -3.14524 1.52324 0.243 0.378 0.053
C 0.11788 -3.00353 2.79260 0.007 0.043 -0.239
Br 1.43093 -1.64541 3.00313 -0.240 -0.153 0.131
C -0.34434 -3.74656 3.85240 -0.138 -0.118 0.027
H -2.40048 -6.13921 4.31190 0.151 0.195 -0.049
H -2.38606 -5.70741 1.97691 -0.074 -0.091 0.015
H -1.45081 -4.22725 0.23080 -0.046 -0.066 0.076
H -0.01956 -3.56208 4.86326 0.082 -0.012 0.059
O 1.60886 0.43562 0.25788 -0.166 -0.299 -0.284
C 0.85011 1.67254 0.31811 -1.142 0.310 0.533
C -0.65566 1.31135 0.72114 1.318 0.954 0.282
O -1.36263 2.18393 1.15621 -0.118 0.098 0.025
O -0.97181 0.10570 0.46462 -0.539 -1.334 -0.061
C 1.58088 2.55210 1.31166 0.100 -0.065 -0.201
C 2.74521 3.18187 0.87305 -0.174 -0.050 0.051
C 3.56419 3.84266 1.76945 0.115 0.018 0.003
C 3.22738 3.87929 3.11310 0.070 0.044 -0.018
C 2.06312 3.27239 3.55185 0.027 -0.018 0.012
C 1.24504 2.60272 2.65767 -0.048 -0.019 -0.097
C 0.65780 2.28597 -1.04909 0.341 -0.102 -0.308
C 0.86840 1.53923 -2.20524 0.070 -0.043 0.226
C 0.61765 2.09600 -3.44706 -0.056 0.118 -0.131
C 0.14229 3.39365 -3.54004 -0.033 -0.051 -0.106
C -0.08001 4.13696 -2.39092 0.006 -0.025 0.012
C 0.17699 3.58905 -1.14914 0.096 -0.151 0.014
H 2.50885 0.68082 -0.00009 -0.024 -0.235 0.057
H 3.00699 3.15388 -0.17702 0.007 0.044 -0.091
H 4.46628 4.32228 1.41646 0.042 0.033 0.021
H 3.87714 4.37593 3.81561 0.047 0.116 0.094
H 1.79213 3.31534 4.59559 -0.024 -0.001 0.104
H 0.33936 2.13469 3.00638 -0.152 -0.056 0.023
H 1.22503 0.51728 -2.14399 0.010 0.102 0.020
H 0.79457 1.51452 -4.34134 0.002 -0.014 -0.052
H -0.06576 3.82418 -4.50680 0.010 0.061 -0.124
H -0.45719 5.14547 -2.46074 -0.031 0.098 -0.022
H -0.00616 4.15524 -0.25005 -0.028 0.081 0.112
N -3.18110 -2.64602 -2.82644 -0.047 0.027 -0.036
C -2.37994 -2.33187 -3.85999 -0.190 -0.243 0.333
N -2.86027 -2.40016 -5.10039 -0.096 -0.022 0.084
N -1.12098 -1.99900 -3.69908 0.073 0.302 -1.132
C -0.46206 -1.95741 -2.62159 0.663 -0.190 0.904
N 0.26676 -1.93396 -1.70468 -0.532 -0.306 -0.795
H -4.16158 -2.82399 -2.96797 0.031 0.060 0.077
H -2.87287 -2.42230 -1.89291 -0.120 0.004 -0.104
H -3.80351 -2.69569 -5.28513 0.064 0.076 -0.053
H -2.24506 -2.19978 -5.87035 0.016 -0.017 0.021
```
Forces are in eV/Å.

Results
Calculated total energy in hartree: -5111.313837
Charge: +1
Multiplicity: 6

The computed Mulliken charges, all in e, follow:
1 Mn 0.40
2 O -0.49
3 C 1.06
4 C -0.58
5 C -0.57
6 N -0.42
7 C 0.48
8 Br -0.15
9 C -0.51
10 H 0.32
11 H 0.32
12 H 0.41
13 H 0.47
14 O -0.54
15 C 2.69
16 C 0.40
17 O -0.62
18 O -0.61
19 C -0.24
20 C -0.23
21 C -0.89
22 C -0.40
23 C -0.94
24 C -0.43
25 C -0.40
26 C -0.30
27 C -1.05
28 C -0.33
29 C -0.98
30 C -0.12
31 H 0.44
32 H 0.41
33 H 0.41
34 H 0.42
35 H 0.43
36 H 0.46
37 H 0.49
38 H 0.44
39 H 0.42
40 H 0.41
41 H 0.49
42 N -0.35
43 C 0.68
44 N -0.35
45 N -0.60
46 C 0.87
47 N -0.62
48 H 0.22
49 H 0.15
50 H 0.20
51 H 0.24

=====

Record 4
C21H19BrN6O2S in the gas phase, computed with ωB97M-V/def2-TZVPD.

Structure (XYZ):
```
50
Properties=species:S:1:pos:R:3:forces:R:3
O 4.18381 -2.79560 -2.41638 -2.102 0.367 -0.360
S 3.13850 -2.91496 -1.41128 2.476 0.763 2.221
O 3.77633 -3.20891 -0.11140 -2.036 -0.069 -1.090
C 1.91913 -4.23023 -1.80585 -0.665 0.048 1.176
C 1.52296 -4.55176 -3.09813 0.486 0.597 -0.816
C 0.55225 -5.52987 -3.34832 -0.105 0.014 0.548
C -0.08304 -6.15465 -2.28621 0.686 -0.259 0.778
Br -1.35236 -7.57154 -2.64136 0.556 0.844 0.262
C 0.31730 -5.86776 -0.96467 -0.369 0.111 0.312
C 1.32533 -4.91335 -0.70899 -0.458 -0.009 -0.656
N 2.24194 -1.41125 -1.20999 0.604 -1.338 -1.305
C 3.09000 -0.18607 -1.08336 0.524 -0.506 0.225
C 2.85617 0.52912 0.25999 -1.079 -0.839 -0.327
N 1.42098 0.83426 0.49518 0.472 0.222 0.201
C 1.06978 1.95461 1.28062 -0.130 -0.312 0.138
C 2.04494 2.66480 2.20782 -1.416 -0.780 -1.652
C 1.57873 3.68976 2.94235 -0.657 -0.479 -0.144
C 0.17677 4.02239 2.85739 -1.270 -0.675 -0.284
N -0.58252 4.82231 3.55928 -0.199 1.064 -0.161
N -1.85174 4.79198 3.05135 0.687 -1.042 -0.192
C -1.90296 3.86434 2.08726 -0.867 0.870 0.197
C -3.15941 3.56755 1.30867 0.893 -1.060 -0.967
C -4.37596 4.19421 1.55503 -0.067 0.418 0.720
C -5.53034 3.81476 0.85524 0.163 1.195 1.145
C -5.48901 2.86717 -0.11483 -0.629 -0.254 -0.649
C -4.29966 2.27106 -0.42880 1.030 -0.318 -0.193
C -3.13824 2.61184 0.25362 0.029 0.003 0.464
N -0.65643 3.34358 1.94344 2.287 -0.354 0.379
N -0.18963 2.29748 1.19306 -0.340 -0.067 -0.471
C 0.42260 -0.06904 -0.18497 0.761 0.872 -0.015
C 0.98136 -1.47055 -0.44239 1.216 0.272 1.249
H 2.00284 -4.01853 -3.93933 -0.340 -0.420 0.500
H 0.24531 -5.84875 -4.32803 0.243 0.318 -0.411
H -0.22389 -6.35918 -0.12502 0.697 0.396 -0.705
H 1.60162 -4.68369 0.32615 0.015 -0.074 -0.528
H 2.87236 0.49998 -1.91108 -0.026 -0.212 0.083
H 4.18533 -0.46768 -1.15358 -1.284 0.230 0.072
H 3.45794 1.40973 0.28368 0.220 0.847 -0.177
H 3.22230 -0.09653 1.04970 0.280 -0.585 0.540
H 3.07692 2.37234 2.23574 0.178 -0.135 0.045
H 2.24691 4.19359 3.62248 -0.234 0.279 0.121
H -4.39740 4.97712 2.32574 -0.156 -0.426 -0.355
H -6.49092 4.27464 1.06256 0.220 0.181 0.191
H -6.39287 2.63818 -0.65844 -0.074 -0.194 -0.052
H -4.26230 1.53436 -1.22241 0.106 0.002 0.034
H -2.22498 2.09359 -0.01785 -0.009 0.220 0.190
H -0.46722 -0.18131 0.42919 0.017 0.201 0.153
H 0.11478 0.35020 -1.14728 -0.034 0.237 0.072
H 1.19168 -1.90990 0.56424 -0.343 -0.085 -0.634
H 0.23399 -2.04380 -0.98986 0.041 -0.079 0.126
```
Forces are in eV/Å.

Results
Structure (SMILES): O=S(=O)(c1ccc(Br)cc1)N1CCN(c2ccc3nnc(-c4ccccc4)n3n2)CC1
Calculated total energy in hartree: -4262.763265
Charge: 0
Multiplicity: 1

The computed Mulliken charges, all in e, follow:
1 O -0.69
2 S 1.35
3 O -0.66
4 C -0.16
5 C -0.21
6 C -0.51
7 C 0.05
8 Br -0.17
9 C -0.40
10 C -0.28
11 N 0.01
12 C -0.99
13 C -0.88
14 N 0.20
15 C 0.53
16 C -0.53
17 C -0.73
18 C 0.56
19 N -0.78
20 N -0.40
21 C 0.34
22 C 0.48
23 C -0.37
24 C -0.57
25 C -0.35
26 C -0.59
27 C -0.19
28 N 0.53
29 N -0.77
30 C -0.84
31 C -0.63
32 H 0.37
33 H 0.42
34 H 0.35
35 H 0.40
36 H 0.31
37 H 0.40
38 H 0.64
39 H 0.37
40 H 0.35
41 H 0.43
42 H 0.42
43 H 0.36
44 H 0.38
45 H 0.38
46 H 0.47
47 H 0.58
48 H 0.24
49 H 0.36
50 H 0.39